The following is a quantum chemistry calculation of 2 unconnected molecules or ions with the total composition C10H15N2S in a non-equilibrium geometry, from the OMol25 dataset.

Each line ends with the Löwdin charge.
Atoms and positions in Å:
1 C 3.183 1.348 -0.025  -0.141
2 C 1.994 0.853 0.494  -0.061
3 C 3.066 1.745 -1.338  -0.359
4 C 0.942 0.886 -0.425  -0.495
5 C -0.025 -1.937 -0.903  -0.232
6 C -1.704 0.823 -0.695  -0.001
7 C -0.359 0.474 -0.237  -0.150
8 C -1.425 0.529 0.775  -0.449
9 C -2.026 -0.728 1.358  -0.021
10 C -1.350 1.681 1.757  -0.007
11 N 0.291 -2.887 -0.061  0.125
12 N -0.006 -2.141 -2.196  0.126
13 S 1.508 1.520 -1.969  1.093
14 H 4.101 1.428 0.528  0.117
15 H 1.869 0.491 1.498  0.129
16 H 3.833 2.169 -1.959  0.081
17 H -1.865 1.839 -1.036  0.130
18 H -2.295 0.097 -1.233  0.124
19 H -2.000 -1.537 0.634  0.064
20 H -3.059 -0.546 1.641  0.098
21 H -1.480 -1.027 2.251  0.091
22 H -0.889 2.556 1.305  0.094
23 H -0.774 1.401 2.636  0.092
24 H -2.356 1.946 2.077  0.098
25 H 0.264 -2.724 0.932  0.104
26 H 0.560 -3.825 -0.358  0.123
27 H -0.226 -1.393 -2.836  0.104
28 H 0.229 -3.040 -2.615  0.123

* HOMO (alpha / beta): -12.01 / -12.01 eV
* HOMO-LUMO gap (alpha / beta): 0.272 / 0.272 hartree
* net charge: +1
* 2S+1: 1
* molecular weight: 195.31 g mol⁻¹

=====

The following is a quantum chemistry calculation of a molecular structure, C10H15NO2 in a non-equilibrium geometry, from the OMol25 dataset.

Each line ends with the Löwdin charge.
Atoms and positions in Å:
1 C -2.180 -0.404 1.405  -0.131
2 C -2.071 -1.210 0.093  -0.270
3 C -1.251 -0.545 -1.056  -0.177
4 C 0.642 -1.884 -0.161  -0.093
5 C 1.939 -2.240 -0.030  0.007
6 C 2.837 -1.043 0.176  -0.220
7 C 2.173 0.316 0.059  -0.171
8 C 1.038 0.515 -0.408  -0.285
9 C 0.468 1.761 -0.830  -0.215
10 C -0.436 2.188 0.424  -0.095
11 H -3.173 0.517 1.413  0.170
12 H -2.647 -0.981 2.179  0.027
13 H -1.181 -0.016 1.914  0.094
14 H -1.665 -2.232 0.132  0.090
15 H -3.053 -1.365 -0.021  0.052
16 H -1.434 -1.395 -1.955  0.142
17 H -1.700 0.486 -1.959  0.227
18 H -0.181 -2.506 -0.582  0.108
19 H 2.143 -3.508 -0.183  0.194
20 H 2.710 2.156 0.298  0.041
21 H 1.305 2.531 -1.087  0.118
22 H -0.176 2.207 -1.908  0.193
23 H -1.455 1.788 0.270  0.033
24 H 0.127 1.719 1.326  0.101
25 H -0.276 3.361 0.408  0.108
26 N 0.177 -0.633 -0.690  -0.048
27 O 4.161 -0.933 0.410  -0.050
28 O 3.158 1.350 0.363  0.053

* HOMO: -8.27 eV
* HOMO-LUMO gap: 0.316 hartree
* 2S+1: 1
* molecular weight: 181.23 g mol⁻¹

=====

The following is a quantum chemistry calculation of 2 unconnected molecules or ions with the total composition C10H15NO2 in a non-equilibrium geometry, from the OMol25 dataset.

Each line ends with the Löwdin charge.
Atoms and positions in Å:
1 C 3.204 -0.872 -0.129  -0.167
2 C 2.329 -2.040 -0.618  -0.101
3 C 3.019 0.365 -1.001  -0.576
4 O 2.621 1.485 -0.713  0.032
5 N 3.322 0.115 -2.301  0.105
6 H 2.936 -0.761 0.949  0.118
7 H 4.269 -1.180 -0.080  0.114
8 H 1.535 -1.725 -1.103  -0.007
9 H 3.338 1.002 -2.926  0.154
10 H 3.875 -0.742 -2.650  0.139
11 H 1.958 -2.878 0.006  0.086
12 H 2.976 -2.579 -1.439  0.102
13 C -1.802 -0.537 -2.067  -0.075
14 C -1.993 -0.121 -0.624  -0.335
15 C -2.579 -0.940 0.255  -0.070
16 C -1.554 1.116 -0.174  -0.023
17 C -2.614 -0.664 1.638  -0.001
18 C -1.656 1.470 1.180  0.001
19 C -2.026 0.489 2.059  -0.355
20 O -2.016 0.932 3.374  0.018
21 H -1.708 -1.687 -2.348  0.100
22 H -0.714 -0.243 -2.400  0.106
23 H -2.943 -1.843 -0.097  0.089
24 H -0.866 1.687 -0.884  0.138
25 H -3.356 -1.254 2.260  0.142
26 H -1.437 2.430 1.413  0.087
27 H -1.190 0.505 3.645  0.109
28 H -2.732 -0.469 -2.646  0.070

* HOMO: -8.88 eV
* HOMO-LUMO gap: 0.350 hartree
* 2S+1: 1
* molecular weight: 181.24 g mol⁻¹

=====

The following is a quantum chemistry calculation of 2 unconnected molecules or ions with the total composition C10H15NO2 in a non-equilibrium geometry, from the OMol25 dataset.

Each line ends with the Löwdin charge.
Atoms and positions in Å:
1 C 2.391 -0.551 0.128  -0.150
2 C 1.902 -1.808 -0.629  -0.090
3 C 2.514 0.696 -0.711  -0.553
4 O 2.085 1.764 -0.303  0.034
5 N 3.112 0.579 -1.928  0.161
6 H 1.672 -0.417 0.932  0.111
7 H 3.338 -0.816 0.594  0.112
8 H 0.825 -1.801 -0.785  0.055
9 H 3.217 1.429 -2.455  0.109
10 H 3.540 -0.286 -2.211  0.092
11 H 2.150 -2.695 -0.046  0.071
12 H 2.380 -1.979 -1.592  0.058
13 C -1.659 -0.338 -1.770  -0.066
14 C -1.839 0.181 -0.363  -0.294
15 C -2.470 -0.631 0.584  -0.049
16 C -1.281 1.399 0.006  -0.044
17 C -2.585 -0.172 1.891  -0.027
18 C -1.355 1.811 1.332  -0.005
19 C -1.832 0.928 2.284  -0.333
20 O -1.746 1.299 3.606  0.032
21 H -1.285 -1.368 -1.774  0.063
22 H -0.925 0.229 -2.336  0.073
23 H -2.972 -1.509 0.196  0.112
24 H -0.860 2.024 -0.766  0.110
25 H -3.181 -0.751 2.589  0.112
26 H -0.868 2.716 1.675  0.123
27 H -1.659 0.510 4.155  0.105
28 H -2.608 -0.442 -2.304  0.078

* HOMO: -8.27 eV
* HOMO-LUMO gap: 0.334 hartree
* 2S+1: 1
* molecular weight: 181.24 g mol⁻¹

=====

E values, unit hartree, following the record order: -897.41810 -594.94776 -595.19846 -595.29028.
Relative energy (zero: lowest compared OMol25 entry of this formula, charge and spin) values, unit eV, following the record order: 0.969 9.739 2.917 0.419.